# 1
The following is a quantum chemistry calculation of C37H56N8O9P2SnTe2 as an isolated structure at a distorted geometry, from the OMol25 dataset.

Each line ends with the Löwdin charge.
Geometry (Å):
Sn (0.70333, -0.39093, 0.64074)  1.3920
C (-2.91473, -4.01876, -1.16793)  -0.1006
C (-3.01040, -4.19635, 0.20640)  -0.0940
C (-2.43671, -3.29016, 1.08304)  -0.0529
C (-1.74928, -2.16502, 0.60637)  -0.3189
C (-1.64669, -2.00723, -0.78201)  -0.0798
C (-2.22144, -2.91717, -1.65254)  -0.0776
N (-1.11006, -1.24193, 1.42432)  -0.0894
C (-1.55797, -0.89996, 2.64385)  -0.2332
C (-2.90273, -1.03215, 3.10758)  -0.0264
C (-3.27722, -0.56020, 4.33445)  -0.0709
C (-2.35874, 0.06521, 5.20831)  -0.0951
C (-1.06031, 0.19964, 4.80737)  -0.0226
C (-0.65791, -0.27445, 3.54591)  -0.2226
N (0.62887, -0.20158, 3.07615)  -0.0101
N (1.55870, 0.15828, 3.83620)  0.1127
C (2.82264, 0.14570, 3.20309)  -0.3347
C (3.93203, 0.44764, 3.97863)  -0.0135
C (5.17619, 0.44620, 3.36879)  -0.0562
C (5.26828, 0.14338, 2.02035)  -0.0593
C (4.10180, -0.14778, 1.32830)  -0.1995
N (2.90887, -0.14478, 1.90786)  0.0186
H (-3.36922, -4.72667, -1.84819)  0.0956
H (-3.53077, -5.06004, 0.60305)  0.1027
H (-2.49110, -3.46572, 2.14942)  0.1146
H (-1.12308, -1.13753, -1.16770)  0.0367
H (-2.13803, -2.76090, -2.72148)  0.0969
H (-3.63831, -1.47530, 2.45189)  0.0900
H (-4.31406, -0.64876, 4.63722)  0.1053
H (-2.68687, 0.43705, 6.16903)  0.0959
H (-0.31881, 0.68183, 5.42946)  0.1049
H (3.79768, 0.66793, 5.02816)  0.1104
H (6.06488, 0.67058, 3.94432)  0.1076
H (6.21958, 0.10968, 1.51004)  0.1074
H (4.12538, -0.38782, 0.27446)  0.0747
C (2.31210, -3.14447, 4.95798)  -0.0665
C (2.81569, -3.71351, 3.65140)  -0.3024
O (2.14357, -3.02554, 2.58958)  -0.3219
P (2.40184, -3.44404, 1.05198)  0.0476
O (1.47954, -2.51676, 0.28271)  -0.5111
Te (4.67594, -3.56561, 0.46195)  0.3435
O (1.84928, -4.94942, 0.96895)  -0.3144
C (0.44866, -5.17472, 1.20704)  -0.2868
C (0.24047, -6.66093, 1.37511)  -0.0659
H (2.81494, -3.63156, 5.79442)  0.0778
H (1.23703, -3.30062, 5.05734)  0.0789
H (2.50246, -2.07199, 5.00708)  0.0529
H (2.60480, -4.78412, 3.57629)  0.1138
H (3.89422, -3.57744, 3.53644)  0.0785
H (-0.12312, -4.78390, 0.36439)  0.1040
H (0.13797, -4.62799, 2.10018)  0.1117
H (0.58395, -7.19479, 0.48907)  0.0800
H (-0.81912, -6.87101, 1.52331)  0.0729
H (0.79653, -7.03482, 2.23551)  0.0760
C (2.13404, 0.18318, -4.99583)  -0.0366
C (0.64461, 0.36472, -4.74476)  -0.6072
C (0.09681, 1.46212, -5.65606)  -0.1018
C (-0.13598, -0.92504, -5.01696)  -0.0232
N (0.38080, 0.70295, -3.26732)  -0.2794
N (1.03436, -0.15547, -2.34622)  0.0125
H (2.29264, 0.07450, -6.06779)  0.0982
H (2.53836, -0.70459, -4.51185)  0.0876
H (2.69643, 1.05843, -4.66006)  0.0818
H (0.12316, 1.10669, -6.68456)  0.0958
H (0.69399, 2.37180, -5.60043)  0.0308
H (-0.94093, 1.70307, -5.41011)  0.0865
H (-0.07759, -1.16411, -6.07741)  0.0971
H (-1.18689, -0.80444, -4.74862)  0.0885
H (0.26701, -1.77451, -4.46393)  0.0856
H (-0.65655, 0.57227, -3.08115)  0.0666
H (2.03310, 0.01814, -2.36782)  0.0854
H (0.83325, -1.12761, -2.55878)  0.0952
C (4.93450, 4.74416, -3.09242)  -0.0646
C (3.58075, 4.72043, -2.42552)  -0.3075
O (3.49303, 3.52045, -1.64030)  -0.2613
P (2.13139, 2.98791, -1.00203)  0.1931
O (2.38004, 1.71069, -0.33105)  -0.3764
Te (0.52615, 2.91754, -2.82905)  1.3182
O (1.59205, 4.18550, -0.14296)  -0.2767
C (2.14547, 4.39381, 1.20268)  -0.2253
C (1.04333, 4.29117, 2.22457)  -0.0554
H (5.02768, 5.63613, -3.71166)  0.0828
H (5.06289, 3.86492, -3.72282)  0.0807
H (5.72719, 4.74910, -2.34558)  0.0842
H (2.78395, 4.72802, -3.17591)  0.0593
H (3.44170, 5.58332, -1.77094)  0.1199
H (2.59719, 5.38462, 1.17909)  0.1197
H (2.92687, 3.65540, 1.38601)  0.1136
H (0.33629, 5.11390, 2.11868)  0.0839
H (1.48162, 4.32934, 3.22285)  0.0867
H (0.50247, 3.35167, 2.11074)  0.0561
C (-3.75233, 3.54428, -2.99521)  -0.0780
C (-4.67064, 2.45079, -2.46595)  -0.1784
C (-4.08591, 1.63185, -1.30242)  -0.2994
C (-5.02293, 0.42005, -1.04460)  -0.1456
C (-4.79745, -0.29135, 0.28546)  -0.0695
C (-4.09210, 2.48165, -0.05038)  -0.4266
O (-5.02891, 3.18051, 0.27108)  0.0980
N (-2.97833, 2.38288, 0.73939)  0.2240
C (-1.79767, 1.72591, 0.40490)  -0.5393
O (-0.88703, 1.75950, 1.23440)  -0.0625
N (-1.66287, 1.16242, -0.81893)  0.1354
C (-2.70445, 1.09467, -1.65516)  -0.4709
O (-2.55852, 0.59960, -2.79216)  -0.0217
H (-4.23890, 4.09855, -3.79847)  0.0755
H (-2.82998, 3.12192, -3.39348)  0.0343
H (-3.49522, 4.25805, -2.20837)  0.0821
H (-4.93199, 1.75634, -3.26508)  0.1204
H (-5.59035, 2.90273, -2.09299)  0.1168
H (-4.87502, -0.27127, -1.87631)  0.1214
H (-6.04723, 0.79584, -1.09283)  0.1238
H (-3.75947, -0.61688, 0.39579)  0.0540
H (-5.43036, -1.17679, 0.34883)  0.0860
H (-5.04494, 0.35317, 1.13079)  0.0817
H (-2.99316, 2.85675, 1.63132)  0.1666

Computed properties:
LUMO energy (eV): -2.0

---

# 2
The following is a quantum chemistry calculation of C37H56O3PPtSSi4 as an isolated structure at a distorted geometry, from the OMol25 dataset.

Each line ends with the Löwdin charge.
Geometry (Å):
Pt (-0.61458, -0.23584, -0.23984)  0.6722
C (-2.23485, -1.05222, -1.48525)  -0.4389
C (-1.33210, -2.13248, -1.24885)  -0.3622
C (-1.78505, -2.79398, -0.05017)  -0.2325
C (-2.94482, -2.12071, 0.43424)  -0.2050
C (-3.23696, -1.07233, -0.43279)  -0.2247
C (-4.44391, -0.19834, -0.46234)  -0.0263
C (-3.72134, -2.56904, 1.62945)  -0.0143
C (-1.25724, -4.06487, 0.50000)  -0.0338
C (-0.53078, -2.79402, -2.33602)  -0.0520
C (-2.51607, -0.47374, -2.83406)  -0.0545
H (-5.03319, -0.42228, -1.35688)  0.0933
H (-4.17663, 0.85983, -0.50314)  0.0829
H (-5.08017, -0.35649, 0.40322)  0.0647
H (-4.08256, -3.58988, 1.48590)  0.0945
H (-4.58583, -1.93244, 1.80716)  0.0675
H (-3.09353, -2.56251, 2.52596)  0.0765
H (-1.76319, -4.90706, 0.01261)  0.0981
H (-1.44482, -4.14144, 1.57031)  0.0702
H (-0.19035, -4.18143, 0.31249)  0.0581
H (0.10239, -3.57661, -1.92751)  0.0576
H (0.09659, -2.08986, -2.87919)  0.0226
H (-1.21182, -3.26733, -3.05260)  0.0999
H (-3.30061, -1.07203, -3.31232)  0.0995
H (-1.63628, -0.50194, -3.47158)  0.0151
H (-2.87689, 0.55311, -2.76708)  0.0872
O (1.98170, 2.57811, 0.70495)  -0.4144
S (2.26244, 1.71590, 1.83549)  0.5235
O (3.58447, 1.66171, 2.37529)  -0.2652
O (1.83931, 0.31582, 1.34976)  -0.5570
C (1.16368, 2.28555, 3.07729)  -0.2536
C (1.76910, 3.06223, 4.05988)  -0.0365
C (0.98610, 3.75870, 4.96271)  -0.0452
C (-0.39233, 3.68336, 4.85941)  -0.0435
C (-0.98556, 2.89290, 3.88534)  -0.0790
C (-0.22409, 2.17574, 2.96733)  -0.2791
P (-1.05939, 0.97632, 1.82325)  1.0249
C (-2.75381, 1.63108, 1.84828)  -0.3964
C (-2.93412, 2.89516, 1.27903)  -0.1042
C (-4.17053, 3.51819, 1.33339)  -0.0668
C (-5.24280, 2.86965, 1.93803)  -0.0680
C (-5.07885, 1.59598, 2.46056)  -0.0703
C (-3.83875, 0.96977, 2.40922)  -0.1104
C (-1.04047, -0.41452, 3.04221)  -0.3281
C (-1.61825, -0.28308, 4.30744)  -0.0920
C (-1.52331, -1.30442, 5.23827)  -0.0640
C (-0.83893, -2.47312, 4.92860)  -0.0689
C (-0.24961, -2.61263, 3.68246)  -0.0742
C (-0.34998, -1.59010, 2.74661)  -0.1115
H (2.84930, 3.10977, 4.08602)  0.1177
H (1.44815, 4.36084, 5.73330)  0.1158
H (-1.01907, 4.23289, 5.54974)  0.1150
H (-2.06605, 2.84559, 3.84434)  0.1058
H (-2.09216, 3.39735, 0.81277)  0.1146
H (-4.29614, 4.51166, 0.92339)  0.1092
H (-6.20468, 3.36304, 2.00299)  0.1091
H (-5.91750, 1.08879, 2.92203)  0.1140
H (-3.71846, -0.02383, 2.81987)  0.0928
H (-2.14344, 0.62363, 4.57713)  0.1005
H (-1.97340, -1.18202, 6.21557)  0.1097
H (-0.75620, -3.26475, 5.66262)  0.1093
H (0.30224, -3.51257, 3.43980)  0.1104
H (0.13621, -1.69538, 1.78618)  0.0618
C (3.57497, 1.65113, -3.16217)  -0.2430
Si (3.06748, 2.26385, -1.45724)  0.4992
C (1.97165, 3.75168, -1.72297)  -0.1984
C (4.65601, 2.37434, -0.48845)  -0.1726
Si (1.69843, 0.10252, -0.50086)  0.4934
Si (3.40087, -1.62542, -0.45230)  0.4311
C (2.37319, -3.20171, -0.60655)  -0.2315
C (4.37994, -1.62924, 1.14493)  -0.1826
C (4.54732, -1.59568, -1.93128)  -0.2216
Si (1.14123, -0.50464, -4.85264)  0.9494
C (2.50529, -0.13252, -6.09278)  -0.1650
C (0.29512, 1.04977, -4.18882)  -0.1658
C (-0.09651, -1.65337, -5.68028)  -0.1766
H (4.56578, 2.06225, -3.39374)  0.0472
H (2.89302, 2.02285, -3.92345)  -0.0142
H (3.63546, 0.56714, -3.25981)  -0.0189
H (2.36614, 4.62102, -1.18924)  0.0408
H (0.97818, 3.56113, -1.31741)  0.0242
H (1.88180, 4.00285, -2.78043)  0.0255
H (4.87557, 3.42732, -0.28243)  0.0526
H (5.48091, 1.95353, -1.06491)  0.0335
H (4.61765, 1.87507, 0.47490)  0.0024
H (1.48542, -3.15551, 0.02906)  -0.0034
H (2.94250, -4.09710, -0.33431)  0.0422
H (2.04725, -3.31886, -1.64171)  0.0085
H (3.91613, -0.98790, 1.89619)  0.0100
H (5.39305, -1.25738, 0.97869)  0.0374
H (4.44969, -2.63856, 1.55529)  0.0362
H (4.00318, -1.43745, -2.86538)  -0.0064
H (5.04224, -2.57010, -1.99936)  0.0409
H (5.32453, -0.83226, -1.84646)  0.0337
H (2.88800, 0.88080, -5.97700)  0.0357
H (2.11585, -0.23534, -7.11023)  0.0575
H (3.34917, -0.81847, -5.99485)  0.0460
H (0.90039, 1.93547, -4.37463)  0.0281
H (0.11701, 0.98299, -3.10821)  0.0080
H (-0.66980, 1.20378, -4.68488)  0.0620
H (0.37553, -2.59674, -5.96414)  0.0495
H (-0.47403, -1.18071, -6.59406)  0.0675
H (-0.95580, -1.88793, -5.04837)  0.0159

Computed properties:
Charge: +1
LUMO energy (alpha / beta) (eV): -5.9 / -5.9
ΔE to the lowest compared entry with this formula, charge and spin (kJ/mol): 513.9